{"formula": "C44H64N10O3Si2", "method": "ωB97M-V with the def2-TZVPD basis set", "max_force_ev_per_a": 16.79, "de_lowest_kcal_mol": 265.9, "e_lumo_ev": 0.31, "elements": ["C", "C", "O", "C", "C", "O", "Si", "O", "Si", "H", "H", "H", "H", "H", "H", "H", "H", "H", "H", "H", "H", "H", "H", "N", "C", "C", "C", "C", "H", "H", "H", "H", "H", "N", "C", "C", "C", "C", "H", "H", "H", "H", "H", "N", "C", "C", "C", "C", "H", "H", "H", "H", "H", "N", "C", "C", "C", "C", "H", "H", "H", "H", "H", "N", "C", "C", "C", "C", "H", "H", "H", "H", "H", "N", "C", "C", "C", "C", "H", "H", "H", "H", "H", "N", "C", "C", "C", "C", "H", "H", "H", "H", "H", "N", "C", "C", "C", "C", "H", "H", "H", "H", "H", "N", "C", "C", "C", "C", "H", "H", "H", "H", "H", "N", "C", "C", "C", "C", "H", "H", "H", "H", "H"], "coordinates": [[0.874, -1.569, -3.620], [-0.310, -0.772, -4.141], [-0.551, 0.313, -3.273], [-0.983, 1.519, -3.835], [-2.416, 1.548, -4.261], [-3.242, 1.653, -3.113], [-4.649, 0.801, -3.183], [-4.357, -0.829, -3.205], [-5.162, -1.785, -4.311], [1.134, -1.204, -2.642], [1.714, -1.505, -4.286], [0.590, -2.606, -3.575], [-0.090, -0.433, -5.147], [-1.185, -1.404, -4.178], [-0.374, 1.835, -4.678], [-0.848, 2.262, -3.062], [-2.628, 0.667, -4.863], [-2.538, 2.402, -4.916], [-5.490, 1.244, -4.306], [-5.382, 1.110, -1.946], [-4.277, -2.050, -5.464], [-6.410, -1.170, -4.795], [-5.463, -3.070, -3.657], [0.618, 2.346, -0.634], [-0.318, 2.039, 0.312], [-0.118, 2.858, 1.388], [0.988, 3.697, 1.077], [1.416, 3.363, -0.183], [0.692, 1.882, -1.523], [-1.045, 1.266, 0.134], [-0.700, 2.854, 2.295], [1.418, 4.458, 1.707], [2.216, 3.753, -0.789], [3.740, 0.128, -1.105], [3.935, -0.400, 0.140], [4.932, -1.328, 0.046], [5.368, -1.356, -1.307], [4.620, -0.434, -1.991], [3.060, 0.830, -1.330], [3.349, -0.074, 0.982], [5.309, -1.923, 0.861], [6.143, -1.974, -1.727], [4.632, -0.135, -3.025], [3.603, -2.573, 4.839], [3.804, -3.231, 3.653], [3.004, -2.652, 2.709], [2.300, -1.595, 3.347], [2.695, -1.571, 4.659], [4.061, -2.786, 5.706], [4.503, -4.047, 3.581], [2.938, -2.943, 1.675], [1.591, -0.922, 2.896], [2.411, -0.926, 5.472], [-9.231, 3.755, -1.171], [-8.001, 4.308, -1.400], [-7.059, 3.472, -0.864], [-7.749, 2.368, -0.292], [-9.086, 2.572, -0.498], [-10.105, 4.156, -1.452], [-7.902, 5.245, -1.921], [-5.994, 3.631, -0.881], [-7.312, 1.523, 0.212], [-9.943, 1.981, -0.226], [-1.110, 0.375, 2.531], [-1.393, -0.474, 3.571], [-2.739, -0.405, 3.808], [-3.290, 0.519, 2.878], [-2.262, 0.981, 2.103], [-0.199, 0.526, 2.138], [-0.617, -1.050, 4.045], [-3.271, -0.955, 4.565], [-4.323, 0.807, 2.787], [-2.253, 1.682, 1.287], [4.008, -6.698, 4.463], [4.353, -7.074, 3.194], [4.533, -8.430, 3.192], [4.281, -8.891, 4.513], [3.957, -7.799, 5.272], [3.816, -5.757, 4.753], [4.438, -6.347, 2.404], [4.812, -9.026, 2.340], [4.331, -9.908, 4.864], [3.696, -7.712, 6.313], [7.278, -6.396, 0.177], [7.623, -6.768, -1.095], [7.802, -8.124, -1.098], [7.553, -8.589, 0.223], [7.231, -7.499, 0.985], [7.090, -5.456, 0.471], [7.710, -6.039, -1.882], [8.080, -8.719, -1.952], [7.605, -9.606, 0.571], [6.972, -7.413, 2.026], [1.776, 7.096, 0.748], [2.947, 7.624, 0.278], [3.339, 8.611, 1.143], [2.365, 8.678, 2.176], [1.416, 7.730, 1.904], [1.259, 6.354, 0.311], [3.399, 7.254, -0.625], [4.224, 9.217, 1.046], [2.364, 9.345, 3.021], [0.519, 7.454, 2.431], [-5.436, 3.033, -8.457], [-6.751, 3.088, -8.085], [-6.796, 3.274, -6.730], [-5.454, 3.335, -6.267], [-4.638, 3.185, -7.356], [-5.107, 2.901, -9.395], [-7.537, 2.991, -8.813], [-7.689, 3.357, -6.135], [-5.128, 3.476, -5.251], [-3.565, 3.174, -7.443], [-0.696, 0.572, 4.687], [-1.655, 0.257, 5.610], [-1.443, 1.037, 6.715], [-0.314, 1.860, 6.445], [0.124, 1.548, 5.187], [-0.610, 0.151, 3.781], [-2.401, -0.490, 5.399], [-2.034, 1.024, 7.615], [0.123, 2.595, 7.099], [0.942, 1.936, 4.604]], "forces_ev_per_a": [[-0.6, -0.1, -0.3], [0.2, -0.1, 0.0], [0.4, 0.3, 0.5], [0.1, 0.0, 0.0], [0.3, 0.1, 0.2], [-0.3, -0.3, -0.5], [-0.3, 0.3, 1.4], [-0.5, 0.3, -0.9], [0.4, -0.5, 0.3], [0.2, 0.0, 0.4], [0.6, 0.2, -0.2], [0.1, -0.5, 0.3], [-0.1, 0.3, -0.4], [-0.5, -0.1, -0.1], [0.4, -0.2, -0.4], [-0.1, 0.4, 0.3], [-0.2, -0.3, -0.1], [-0.3, 0.4, -0.1], [0.2, -0.3, -0.3], [0.1, 0.0, 0.1], [0.0, 0.1, -0.1], [0.0, 0.1, 0.0], [0.0, 0.0, 0.0], [0.1, 0.0, -0.1], [0.3, -0.1, -0.6], [0.3, 0.4, 0.1], [0.0, 0.0, -0.1], [0.0, 0.0, 0.1], [-0.1, 0.0, -0.1], [0.3, 0.1, -0.3], [0.1, 0.2, 0.0], [0.0, 0.0, 0.0], [0.0, 0.0, 0.0], [0.1, 0.1, -0.1], [-0.2, 0.0, 0.0], [0.2, -0.2, 0.0], [0.0, 0.1, 0.0], [-0.1, -0.1, 0.0], [0.0, 0.0, 0.0], [0.0, 0.0, 0.0], [0.0, 0.0, 0.0], [0.0, 0.0, 0.0], [0.0, 0.0, 0.0], [0.0, 0.0, -0.1], [0.0, -0.1, 0.1], [-0.1, 0.0, -0.1], [0.1, 0.0, 0.1], [0.0, 0.0, 0.1], [0.0, 0.1, 0.0], [0.1, 0.0, 0.0], [0.0, 0.0, 0.0], [0.0, 0.0, -0.1], [-0.1, 0.0, 0.0], [0.0, 0.0, 0.0], [0.0, 0.0, 0.0], [0.0, 0.0, 0.0], [0.0, 0.0, 0.0], [0.0, 0.0, 0.0], [0.0, 0.0, 0.0], [0.0, 0.0, 0.0], [0.0, 0.0, 0.0], [0.0, 0.0, 0.0], [0.0, 0.0, 0.0], [-0.8, -1.7, -5.0], [-9.4, -11.3, -8.1], [-1.8, -1.7, -3.5], [0.4, 0.3, -0.5], [-1.6, 0.6, 0.4], [0.0, 0.0, -0.2], [-0.9, -3.1, -1.4], [-0.7, -0.5, -1.4], [0.0, 0.0, 0.0], [-0.4, -0.1, 0.5], [0.0, 0.0, 0.0], [0.0, 0.1, 0.0], [0.0, -0.1, 0.0], [0.0, 0.0, 0.0], [0.0, 0.0, 0.0], [-0.1, 0.0, 0.0], [0.0, 0.0, 0.0], [0.0, 0.0, 0.0], [0.0, 0.0, 0.0], [0.0, 0.0, 0.0], [0.0, 0.0, 0.0], [0.0, 0.0, 0.0], [0.0, 0.0, 0.0], [0.0, 0.0, 0.0], [0.0, 0.1, 0.0], [0.0, 0.0, 0.0], [0.0, 0.0, 0.0], [0.0, 0.0, 0.0], [0.0, 0.0, 0.0], [0.0, 0.0, 0.0], [0.0, 0.0, 0.0], [0.0, 0.0, 0.0], [0.0, 0.0, 0.0], [0.0, 0.0, 0.0], [0.0, 0.0, 0.0], [0.0, 0.0, 0.0], [0.0, 0.0, 0.0], [0.0, 0.0, 0.0], [0.0, 0.0, 0.0], [0.0, 0.0, 0.0], [0.0, 0.0, 0.0], [0.0, 0.0, 0.0], [0.0, 0.0, 0.0], [0.0, 0.1, 0.0], [0.0, 0.0, 0.0], [0.0, 0.0, 0.0], [0.0, 0.0, 0.0], [0.0, 0.0, 0.0], [0.0, 0.0, 0.0], [0.0, 0.0, 0.0], [2.9, 7.1, 10.3], [1.5, 1.2, 3.7], [0.3, 0.2, 0.1], [0.0, 0.2, 0.3], [0.2, 0.2, 0.4], [7.7, 6.8, 3.0], [1.5, 0.9, 2.4], [0.0, 0.0, 0.0], [0.0, 0.1, 0.0], [0.0, 0.1, 0.0]]}